Computed, not measured: C2H4N2S4 in the gas phase in a non-equilibrium geometry, with the ωB97M-V functional and the def2-TZVPD basis.

Computed properties:
Relative energy (zero: lowest compared OMol25 entry of this formula, charge and spin): 251.95 kJ/mol
SMILES: SC1=C(S)SN(S)N1
Strongest force on any atom: 3.67 eV Å⁻¹

```
12
Properties=species:S:1:pos:R:3:lowdin_charge:R:1
C -0.23840 -0.95880 -0.16293 -0.7441
C -0.56070 -0.33747 0.95683 -0.9721
N 1.13751 -0.61219 -0.61370 -0.1728
N 1.60083 0.61931 -0.21384 -0.7473
S 0.81932 0.78773 1.39257 0.8211
S -1.36787 -2.07166 -1.00576 0.7850
S -1.87667 -0.58864 2.08074 0.7991
S 1.04811 2.08782 -1.14481 0.6193
H 1.22799 -0.67750 -1.65054 0.1200
H -2.32648 -1.34531 -0.50180 -0.1697
H -1.65279 0.51996 2.63313 -0.1904
H 2.18915 2.57675 -1.76990 -0.1483
```

---

Computed, not measured: a molecular structure, C44H33Br2N4O4PPdS in a non-equilibrium geometry, with the ωB97M-V functional and the def2-TZVPD basis.

Computed properties:
Spin multiplicity: 5
Total charge: +2
E: -223987.1229 eV
⟨S²⟩: 6.0775
Strongest force on any atom: 1.76 eV Å⁻¹

```
90
Properties=species:S:1:pos:R:3:lowdin_charge:R:1
Pd 0.06462 0.74199 0.22353 0.8965
Br -1.83051 4.41403 -2.97466 0.9111
C -2.00792 4.48796 -1.12447 -0.5667
C -2.58694 5.58746 -0.52948 -0.1518
C -2.69437 5.66564 0.84952 -0.5870
Br -3.50653 7.17107 1.57335 0.9311
C -2.19559 4.62679 1.71324 -0.1690
C -2.23405 4.67694 3.11503 0.0003
C -1.71742 3.63166 3.83630 -0.0046
C -1.17579 2.54405 3.14911 -0.0957
N -1.12725 2.47368 1.83220 0.0962
C -1.62024 3.49562 1.12443 -0.1374
C -1.51680 3.37671 -0.34308 -0.3414
O -1.02320 2.37621 -0.89000 -0.0941
H -2.95581 6.39743 -1.14305 0.1098
H -2.66194 5.53579 3.61360 0.0941
H -1.72165 3.64574 4.91810 0.1232
H -0.75911 1.70498 3.69965 0.1136
C 7.13705 -0.54706 -1.74264 -0.0292
C 5.96909 -0.10283 -0.90342 -0.2387
C 5.87764 1.21490 -0.45084 -0.0046
C 4.82971 1.62815 0.34682 -0.0384
C 3.85336 0.70201 0.69497 -0.3088
C 3.91152 -0.61821 0.26178 -0.0542
C 4.97254 -1.00802 -0.53823 -0.0182
S 2.56333 1.26623 1.71861 0.6698
O 1.83348 2.34747 1.05315 -0.3459
O 3.01486 1.52514 3.05038 -0.2386
N 1.43861 0.02778 1.68297 -0.1424
C 1.09837 -0.66548 2.76465 -0.2380
C 2.00084 -1.05718 3.79542 0.0479
C 1.56919 -1.86877 4.82718 -0.0148
C 0.24730 -2.28437 4.89662 0.0551
C -0.71223 -1.86851 3.92496 -0.1350
C -2.07679 -2.20088 4.00700 0.0361
C -2.94471 -1.68942 3.07955 0.0046
C -2.44025 -0.85500 2.07492 -0.0903
N -1.15957 -0.56268 1.95059 0.0704
C -0.30283 -1.06260 2.85804 -0.1870
H 7.60692 0.29275 -2.25276 0.0858
H 6.83461 -1.28385 -2.48676 0.0856
H 7.89445 -1.01491 -1.10967 0.0979
H 6.64379 1.92737 -0.73113 0.1287
H 4.76991 2.65505 0.69247 0.1347
H 3.14189 -1.32927 0.53254 0.1001
H 5.03152 -2.03315 -0.88479 0.1248
H 3.03562 -0.74714 3.73923 0.1238
H 2.27617 -2.18494 5.58421 0.1298
H -0.07850 -2.92550 5.71020 0.1361
H -2.42805 -2.83431 4.81324 0.1360
H -4.00425 -1.90622 3.12057 0.1251
H -3.10573 -0.40042 1.35231 0.1040
O 2.22161 2.21263 -1.63541 -0.0283
N 1.39553 1.10371 -1.72672 -0.0523
C 1.74801 0.39759 -2.71897 -0.0653
C 0.99077 -0.70675 -3.33212 -0.1885
C 1.55389 -1.20389 -4.50413 -0.0216
C 0.86529 -2.08538 -5.31841 -0.0371
C -0.42990 -2.44829 -4.98722 -0.0355
C -0.99748 -1.97366 -3.81352 -0.0676
C -0.29138 -1.13283 -2.95902 -0.2764
P -1.04015 -0.82017 -1.32217 1.0975
C -2.73346 -0.28477 -1.70524 -0.3543
C -2.87082 0.71824 -2.67023 -0.1071
C -4.12584 1.20841 -2.99712 -0.0609
C -5.25718 0.70881 -2.36485 -0.0539
C -5.13173 -0.27990 -1.40152 -0.0581
C -3.87541 -0.77646 -1.07020 -0.1088
C -1.06940 -2.50998 -0.63254 -0.3470
C -0.04027 -2.84765 0.24550 -0.1191
C 0.06723 -4.13379 0.75762 -0.0620
C -0.86080 -5.10152 0.39535 -0.0560
C -1.87776 -4.78319 -0.49524 -0.0507
C -1.97974 -3.49813 -1.01336 -0.0829
H 2.04773 2.56669 -0.75305 0.0396
H 2.63077 0.73165 -3.25939 0.1447
H 2.54118 -0.86319 -4.79708 0.1222
H 1.32636 -2.46279 -6.22267 0.1211
H -1.00121 -3.09886 -5.63708 0.1203
H -2.01180 -2.26301 -3.56442 0.1075
H -1.99242 1.11495 -3.16573 0.0995
H -4.22063 1.97858 -3.75353 0.1088
H -6.23766 1.08705 -2.62768 0.1170
H -6.01308 -0.67816 -0.91331 0.1147
H -3.79580 -1.55576 -0.32489 0.0880
H 0.69631 -2.09606 0.51047 0.0642
H 0.87978 -4.38300 1.43153 0.1120
H -0.78323 -6.10594 0.79557 0.1162
H -2.58825 -5.54227 -0.80151 0.1175
H -2.76745 -3.28277 -1.72313 0.1022
```

---

Computed, not measured: 7 unconnected molecules or ions with the total composition C21H60N4O9 in a non-equilibrium geometry, with the ωB97M-V functional and the def2-TZVPD basis.

Computed properties:
Relative energy (zero: lowest compared OMol25 entry of this formula, charge and spin): 0.00 kJ/mol
SMILES: COC[C@H](C)N.COC[C@H](C)N.COC[C@H](C)N.COC[C@H](C)N.OCCO.OCCO.CO
Strongest force on any atom: 2.53 eV Å⁻¹

```
94
Properties=species:S:1:pos:R:3:lowdin_charge:R:1
C -13.60668 8.74775 -10.08069 -0.1471
O -14.66598 9.53086 -10.61888 -0.1374
H -14.03403 7.79422 -9.77046 0.0742
H -12.80859 8.59461 -10.80711 0.0778
H -13.18698 9.30519 -9.24330 0.0693
H -14.80669 9.34989 -11.55111 0.0767
C -17.36589 8.25690 -9.50719 -0.0310
C -18.20548 9.56969 -9.36826 -0.3848
C -19.53026 9.58745 -10.17799 -0.1707
O -19.25893 9.65390 -11.61066 -0.1820
C -20.44699 9.59271 -12.36491 -0.1275
N -18.54985 9.63219 -7.95437 0.0140
H -17.88597 7.38699 -9.10612 0.0770
H -16.46927 8.29693 -8.88866 0.0622
H -17.14396 8.11456 -10.56482 0.0767
H -17.63279 10.47688 -9.56097 0.1368
H -20.16546 10.42421 -9.88741 0.1172
H -20.10996 8.70380 -9.91116 0.1238
H -20.14144 9.61059 -13.41106 0.0875
H -21.06098 10.45523 -12.10571 0.0866
H -21.01681 8.66501 -12.31209 0.0850
H -19.05401 8.77374 -7.78418 0.0873
H -19.27997 10.32497 -7.87013 0.0897
C -15.56479 17.05144 -4.12082 -0.0591
C -15.68055 15.51686 -4.09940 -0.4427
C -14.80765 14.77675 -5.12142 -0.2186
O -14.87811 15.26691 -6.44963 -0.1900
C -16.19480 15.10394 -7.05873 -0.0632
N -15.25204 15.09208 -2.77399 0.0265
H -14.51297 17.31910 -4.02011 0.0837
H -16.18038 17.55274 -3.37392 0.0749
H -15.99119 17.46944 -5.03272 0.0658
H -16.68463 15.21859 -4.40100 0.1254
H -14.98409 13.70281 -5.06139 0.1117
H -13.77572 14.90549 -4.79484 0.1194
H -16.17117 15.44350 -8.09421 0.0850
H -16.81806 15.84297 -6.55524 0.0735
H -16.47063 14.04963 -7.08002 0.0730
H -14.40682 15.61297 -2.58856 0.0625
H -15.80079 15.44846 -2.00460 0.0693
C -17.87108 7.35993 -1.15574 -0.0456
C -18.69259 8.64650 -1.21797 -0.4507
C -18.30201 9.69575 -2.22140 -0.2061
O -18.78474 10.97320 -1.77633 -0.1873
C -18.23605 12.07087 -2.54045 -0.0972
N -20.10819 8.33300 -1.36705 0.0374
H -16.86755 7.75438 -1.31529 0.0792
H -18.16376 6.60776 -1.88833 0.0589
H -17.93440 6.78732 -0.23044 0.0752
H -18.53242 9.08758 -0.23416 0.1319
H -18.64523 9.43435 -3.22240 0.1225
H -17.22098 9.79704 -2.31733 0.1181
H -17.16147 12.23783 -2.46634 0.0729
H -18.66704 12.96481 -2.08964 0.0855
H -18.40166 11.93662 -3.60940 0.0804
H -20.43372 7.84443 -0.54521 0.0702
H -20.61733 9.20513 -1.38347 0.0651
C -11.47803 11.31717 -3.69999 -0.0684
C -10.68596 10.66390 -4.78673 -0.4200
C -11.41378 10.52733 -6.13046 -0.1806
O -12.48945 9.63773 -5.97913 -0.2382
C -12.31004 8.27669 -5.90782 -0.1158
N -9.45367 11.47673 -4.95343 0.0279
H -10.98235 11.05702 -2.76472 0.0838
H -12.50781 10.96427 -3.64409 0.0712
H -11.63827 12.38861 -3.82008 0.0804
H -10.41918 9.63913 -4.52832 0.1285
H -10.80095 10.07993 -6.91302 0.1236
H -11.80718 11.44554 -6.56661 0.1274
H -13.28960 7.80739 -5.99915 0.0903
H -11.98635 8.03309 -4.89590 0.0856
H -11.59972 7.84286 -6.61162 0.0946
H -9.12565 11.84337 -4.07133 0.0594
H -9.70290 12.32713 -5.43798 0.0621
C -18.00543 4.63953 -4.42073 -0.2107
C -17.64946 6.01613 -5.08190 -0.2427
O -16.32269 6.50083 -4.95762 -0.0878
O -19.43963 4.46760 -4.47020 -0.0842
H -17.63332 4.49136 -3.40698 0.1065
H -17.60336 3.77464 -4.94836 0.1110
H -18.21510 6.76910 -4.53308 0.0964
H -18.04002 6.10269 -6.09583 0.1097
H -16.38550 7.44090 -5.14173 0.0139
H -19.83869 5.13461 -3.90678 0.0712
C -15.69974 10.11281 -5.39976 -0.1670
C -15.22696 10.73209 -6.80398 -0.1928
O -16.22338 11.54242 -7.38223 -0.0778
O -16.72910 9.12981 -5.54105 -0.1075
H -16.11066 10.86486 -4.72623 0.0989
H -14.83616 9.64019 -4.93181 0.1032
H -14.99003 9.89259 -7.45758 0.1061
H -14.42640 11.43800 -6.58283 0.1079
H -16.97675 11.00575 -7.63919 0.0246
H -17.31848 9.35161 -6.26562 0.0408
```

---

Computed, not measured: a molecular structure, C59H65GeN8PSScTe in a non-equilibrium geometry, with the ωB97M-V functional and the def2-TZVPD basis.

Computed properties:
Spin multiplicity: 2
Relative energy (zero: lowest compared OMol25 entry of this formula, charge and spin): 0.00 kJ/mol
Total charge: -2
⟨S²⟩: 0.7562
Strongest force on any atom: 1.31 eV Å⁻¹

```
137
Properties=species:S:1:pos:R:3:lowdin_charge:R:1
Sc 0.06006 0.11371 0.22527 0.4141
C -3.94730 -0.00467 1.91233 -0.0348
N -3.62118 0.02474 0.48184 -0.0936
C -4.72676 0.44551 -0.36839 -0.1610
C -5.24253 -0.84488 -1.03737 -0.1345
N -4.18137 -1.83083 -0.79089 -0.0869
C -4.63458 -3.17947 -0.44315 -0.0691
C -3.16839 -1.22296 0.00061 -0.4095
N -2.00048 -1.66795 0.22716 0.1146
C -1.64420 -2.97676 -0.32903 -0.2182
C -0.22514 -3.39192 -0.02583 -0.2959
N 0.71661 -2.48571 -0.62101 0.0312
C 1.95440 -2.79812 -0.69441 -0.4228
N 2.62937 -3.92416 -0.24089 -0.0659
C 2.35222 -4.61977 1.01937 -0.0948
C 4.03915 -3.86188 -0.63845 -0.1369
C 4.20700 -2.44862 -1.19224 -0.1364
N 2.83956 -2.00551 -1.43304 -0.0779
C 2.44089 -1.71201 -2.80474 -0.0385
H -4.78198 -0.68867 2.14021 0.0944
H -4.21295 1.00158 2.23342 0.0698
H -3.07722 -0.30909 2.47998 0.0516
H -4.36244 1.13990 -1.12186 0.0682
H -5.48928 0.94244 0.22899 0.1168
H -5.40069 -0.68933 -2.10565 0.1064
H -6.17939 -1.19642 -0.59736 0.0984
H -5.72520 -3.17822 -0.40476 0.0724
H -4.27091 -3.48034 0.53837 0.0839
H -4.32621 -3.93308 -1.16984 0.0780
H -1.82094 -2.96593 -1.41596 0.1096
H -2.26533 -3.76781 0.08668 0.0915
H -0.09891 -4.41531 -0.41021 0.1140
H -0.11062 -3.41002 1.06412 0.0423
H 2.46107 -3.95389 1.87630 -0.0071
H 3.05812 -5.45171 1.09116 0.0759
H 1.34855 -5.03644 1.03545 0.0597
H 4.25356 -4.62442 -1.39425 0.1063
H 4.68635 -4.04413 0.22102 0.1123
H 4.78623 -2.42909 -2.11591 0.1149
H 4.68862 -1.79121 -0.46615 0.0995
H 2.44583 -2.62330 -3.42819 0.0917
H 3.11909 -0.98025 -3.23690 0.0568
H 1.44354 -1.29161 -2.80835 0.0408
C -1.91202 -1.18817 6.84101 -0.1231
C -2.14157 -1.73740 5.57888 -0.0987
C -1.63111 -1.12633 4.44369 -0.1502
C -0.90416 0.06660 4.52905 -0.4076
C -0.67887 0.60160 5.79118 -0.0980
C -1.17100 -0.02104 6.94027 -0.1059
P -0.33550 0.90912 2.97563 0.7816
C 0.85751 2.19114 3.63579 -0.3357
C 0.51019 3.53668 3.77285 -0.0945
C 1.42719 4.48011 4.22994 -0.1090
C 2.71869 4.10103 4.56316 -0.1080
C 3.07870 2.76502 4.43859 -0.0908
C 2.15923 1.82383 3.98434 -0.1320
C -1.82966 2.07441 2.85070 -0.3356
C -2.76873 2.40705 3.79202 -0.1178
C -3.82347 3.30933 3.48652 -0.1172
C -3.88017 3.91345 2.26525 -0.0731
C -2.92105 3.60357 1.26037 -0.1839
C -2.91660 4.27358 0.01003 -0.0677
C -1.95412 3.97587 -0.91161 -0.0971
C -1.03338 2.92802 -0.66507 -0.2108
C -1.01297 2.17566 0.48810 -0.2198
C -1.93079 2.61051 1.51937 -0.2203
H -2.29874 -1.67186 7.73179 0.0831
H -2.70145 -2.66186 5.48416 0.0905
H -1.73829 -1.60265 3.47683 0.0695
H -0.11323 1.52206 5.88651 0.1007
H -0.96927 0.41341 7.91334 0.0884
H -0.48491 3.87125 3.50903 0.0977
H 1.12678 5.51977 4.30502 0.0938
H 3.43836 4.83855 4.90174 0.0895
H 4.08759 2.44532 4.67959 0.0954
H 2.45392 0.78636 3.87260 -0.0072
H -2.69877 2.00508 4.79729 0.0928
H -4.55591 3.56093 4.24786 0.0864
H -4.64346 4.65670 2.05165 0.0943
H -3.67323 5.02743 -0.19199 0.0937
H -1.92937 4.50176 -1.86276 0.0908
H -0.33630 2.69163 -1.46519 0.0661
C 4.27152 0.75426 0.89921 -0.3079
Ge 2.71786 1.39228 -0.16893 0.8903
C 3.46003 1.37888 -2.05473 -0.3405
C 4.61486 0.70856 -2.46882 -0.1709
C 5.02159 0.68421 -3.80273 -0.1251
C 4.26467 1.32983 -4.77474 -0.1274
C 3.10680 2.00519 -4.39245 -0.1004
C 2.71718 2.02386 -3.05528 -0.1216
C 2.94582 3.40891 0.16543 -0.2220
C 1.88123 4.07069 0.72588 -0.1182
C 1.87741 5.47062 0.97396 -0.0826
C 2.96467 6.22762 0.66761 -0.0662
C 4.12246 5.60805 0.12443 -0.1801
C 5.28327 6.37403 -0.16857 -0.0698
C 6.41257 5.79059 -0.66600 -0.1210
C 6.43417 4.39315 -0.88453 -0.0985
C 5.32836 3.63672 -0.61490 -0.0344
C 4.11960 4.20704 -0.11688 -0.1505
H 5.20520 0.69697 0.31993 -0.0127
H 4.04825 -0.22243 1.33767 -0.0652
H 4.42079 1.46681 1.71792 0.0043
H 5.22582 0.19722 -1.72933 0.0768
H 5.92722 0.15598 -4.08400 0.0879
H 4.57248 1.31083 -5.81457 0.0821
H 2.50454 2.51440 -5.13854 0.0913
H 1.80621 2.55358 -2.77946 0.0909
H 0.98962 3.51414 0.97148 0.0512
H 0.98984 5.92793 1.39933 0.0992
H 2.97354 7.29978 0.83988 0.0952
H 5.25453 7.44273 0.02005 0.0956
H 7.28906 6.38994 -0.88343 0.0834
H 7.33070 3.91892 -1.26690 0.0893
H 5.35853 2.57081 -0.77656 0.0673
C -0.46982 -0.08553 -2.09293 -0.5424
H -0.50233 -1.14226 -2.34719 -0.0450
H 0.19878 0.43384 -2.78550 -0.0236
Te 1.37704 -1.28627 2.46748 0.3338
N -2.78329 -1.52896 -3.95032 0.0184
C -2.74337 -0.11975 -3.85627 -0.6024
S -2.12560 0.59581 -2.33934 0.8519
N -2.48930 0.44377 -5.10599 0.0261
C -2.65860 1.77067 -5.49583 -0.2541
C -2.43957 2.09983 -6.83586 -0.0532
C -2.59393 3.40290 -7.28273 -0.1210
C -2.97400 4.40945 -6.40291 -0.1310
C -3.19530 4.08037 -5.07211 -0.0972
C -3.04472 2.77866 -4.60971 -0.0384
H -2.93198 -1.91813 -3.02496 0.0287
H -1.90764 -1.91363 -4.30493 0.0704
H -2.23950 -0.19464 -5.84413 0.1198
H -2.13634 1.32126 -7.52872 0.0995
H -2.41211 3.63001 -8.32638 0.0895
H -3.08660 5.42917 -6.74595 0.0848
H -3.48024 4.85053 -4.36416 0.0969
H -3.19625 2.54987 -3.56245 0.0568
```

---

Computed, not measured: 8 unconnected molecules or ions with the total composition C6H20O8 in a non-equilibrium geometry, with the ωB97M-V functional and the def2-TZVPD basis.

Computed properties:
Relative energy (zero: lowest compared OMol25 entry of this formula, charge and spin): 124.30 kJ/mol
SMILES: Oc1ccccc1.O.O.O.O.O.O.O
Strongest force on any atom: 3.68 eV Å⁻¹

```
34
Properties=species:S:1:pos:R:3:lowdin_charge:R:1
C 0.20270 0.68270 0.53127 -0.1229
C -0.60435 -0.09625 -0.25069 -0.0790
C -1.82746 -0.59150 0.37797 -0.0346
C -2.04836 -0.30680 1.72643 -0.3158
O -3.26388 -0.51923 2.34938 0.0456
C -1.09892 0.25514 2.55777 -0.0389
C 0.05240 0.65735 1.92144 -0.1110
H 1.02991 1.33125 0.09408 0.1106
H -0.56046 -0.09709 -1.30860 0.0953
H -2.12449 -1.44399 -0.22947 0.1023
H -3.97286 -0.69490 1.73849 0.0962
H -1.23127 0.35655 3.67805 0.1463
H 0.78134 0.91963 2.73973 0.1224
H 4.20396 1.68690 -1.65390 0.0195
H 2.83593 2.50854 -1.60511 0.0862
O 3.34130 1.77820 -2.03462 -0.0456
H 4.42352 -0.73373 -0.59046 0.0314
H 4.38112 0.72698 -0.45662 0.0020
O 4.70194 -0.06204 0.03229 -0.0514
H -4.09398 0.52956 -2.12172 0.0346
H -3.42597 1.17822 -0.85362 0.0233
O -4.12678 0.60814 -1.17064 -0.0508
H -1.57468 -3.45540 -0.23112 -0.0070
H -0.58205 -4.56145 0.29337 0.0130
O -1.47637 -4.35232 0.05812 -0.0337
H -0.21312 4.72985 -0.02568 0.0321
H 0.51269 3.84838 0.98501 0.0348
O 0.66874 4.53470 0.30366 -0.0718
H 2.64279 -0.22637 -3.76370 0.0254
H 1.89871 0.91817 -3.05811 -0.0215
O 1.79871 0.04979 -3.41572 -0.0562
H 0.95862 -2.75222 0.44955 0.0328
H 2.15658 -3.13477 -0.24809 0.0489
O 1.31316 -2.68730 -0.45218 -0.0625
```